The following is a DFT calculation (ωB97M-V/def2-TZVPD) of C44H36N5PPtS4 as an isolated structure.

Output
Kohn-Sham gap (alpha / beta)	5.95 / 5.35	eV
2S+1	5
HOMO energy (alpha / beta)	-12.69 / -13.39	eV
expectation value of S²	6.0405
net charge	+2
energy	-109524.79006	eV
ΔE to the lowest compared entry with this formula, charge and spin	36.4	kJ/mol

Positions of all 91 atoms, in Å:
Pt -0.241919 -0.127045 -0.531240
S 1.781506 0.381241 -2.106235
C 2.786723 -0.957195 -1.908282
N 3.790508 -1.215501 -2.704518
C 4.664457 -2.371190 -2.451251
C 3.829856 -3.520085 -1.981811
N 3.037563 -3.105077 -0.812689
C 2.897720 -4.131381 0.247945
C 4.233598 -4.390190 0.898138
C 4.874862 -5.610099 0.724719
C 6.109550 -5.838982 1.320335
C 6.705683 -4.845702 2.082378
C 6.066948 -3.622660 2.256853
C 4.832879 -3.395985 1.668509
C 2.522974 -1.910229 -0.758017
S 1.575878 -1.377301 0.547020
C 4.133321 -0.403779 -3.897804
C 3.809371 -1.184203 -5.146910
C 4.805504 -1.824007 -5.874747
C 4.476374 -2.579075 -6.994262
C 3.151431 -2.696917 -7.386276
C 2.153033 -2.047168 -6.669161
C 2.479867 -1.292485 -5.553574
H 5.424427 -2.099927 -1.715057
H 5.153321 -2.632983 -3.385471
H 4.469646 -4.344674 -1.677067
H 3.154293 -3.867251 -2.767138
H 2.520506 -5.035702 -0.231841
H 2.159844 -3.788568 0.964699
H 4.405136 -6.393331 0.138343
H 6.600699 -6.794423 1.190628
H 7.665064 -5.025537 2.549496
H 6.526682 -2.852182 2.862185
H 4.327172 -2.446955 1.822477
H 5.195124 -0.164706 -3.831852
H 3.569511 0.521983 -3.856754
H 5.846203 -1.716680 -5.585382
H 5.256852 -3.067590 -7.562739
H 2.895916 -3.283400 -8.258914
H 1.123301 -2.119481 -6.997419
H 1.706580 -0.765357 -5.000797
N -0.950351 0.136740 1.777039
C -2.057241 1.058317 1.919877
C -2.892619 0.991965 3.024789
C -3.898776 1.931640 3.182981
C -4.059742 2.953112 2.254129
C -3.235757 3.006680 1.143380
C -2.246789 2.040046 0.955715
P -1.252525 2.030596 -0.554162
C -2.372092 2.183224 -1.952944
C -3.692064 1.747878 -1.879823
C -4.491341 1.781943 -3.014327
C -3.977688 2.245247 -4.217213
C -2.657020 2.671711 -4.296400
C -1.851719 2.634750 -3.169650
C -0.222016 3.505605 -0.487327
C -0.624994 4.718038 -1.044122
C 0.151287 5.852088 -0.846552
C 1.319897 5.779065 -0.101389
C 1.726081 4.569209 0.448376
C 0.958850 3.433447 0.252668
H -0.106760 0.528821 2.186238
H -1.137927 -0.747062 2.240990
H -2.744453 0.220163 3.771500
H -4.549038 1.875583 4.045996
H -4.832425 3.697515 2.392318
H -3.370889 3.788186 0.404766
H -4.096986 1.378293 -0.945951
H -5.519896 1.450157 -2.956725
H -4.608641 2.277872 -5.096125
H -2.258187 3.035647 -5.234564
H -0.820170 2.966522 -3.231625
H -1.538405 4.785160 -1.621651
H -0.160723 6.795397 -1.275250
H 1.918798 6.667817 0.050197
H 2.640540 4.514725 1.024470
H 1.282740 2.482695 0.666107
S -2.035613 -1.729865 -0.505126
C -1.493980 -2.753187 -1.792203
C -1.606672 -4.143409 -1.663188
C -1.164423 -4.981869 -2.667513
C -1.233313 -6.405382 -2.477641
N -1.291867 -7.539854 -2.305569
C -0.611067 -4.449725 -3.858858
C -0.534793 -3.089335 -4.019562
C -0.952995 -2.219218 -2.991779
S -0.796637 -0.539291 -3.193500
C -0.063574 -5.311030 -4.875044
N 0.423174 -5.983224 -5.669227
H -2.018998 -4.567828 -0.757218
H -0.115016 -2.679090 -4.929216

Force components x, y, z for each atom (eV/Å):
-0.04 -0.22 -0.26
-0.06 0.12 0.13
-0.26 0.01 0.02
0.35 -0.06 -0.02
-0.01 0.12 -0.02
-0.04 -0.09 0.06
0.12 -0.25 -0.10
0.07 -0.05 0.02
-0.01 0.01 -0.01
0.01 -0.03 0.01
-0.01 0.00 -0.01
-0.02 0.00 0.00
-0.01 0.00 -0.01
0.02 0.02 0.01
-0.15 0.20 -0.01
0.07 0.08 0.18
-0.05 -0.04 -0.11
-0.02 -0.03 0.02
0.00 0.02 -0.03
0.00 0.01 0.01
0.00 -0.01 -0.01
0.03 0.00 0.03
-0.02 0.00 0.02
0.00 0.04 0.01
0.01 0.03 -0.04
-0.01 -0.02 0.05
-0.05 -0.01 0.00
0.00 0.01 -0.06
-0.06 0.06 0.00
0.01 0.02 0.02
-0.01 0.02 0.01
-0.02 0.01 -0.01
-0.01 -0.02 -0.01
0.01 -0.03 0.00
0.02 -0.05 0.03
0.01 0.04 0.06
-0.03 0.00 0.00
-0.02 0.01 0.01
0.00 0.01 0.02
0.01 0.01 -0.01
0.02 -0.03 -0.04
0.03 0.08 -0.05
0.06 -0.04 0.06
0.02 -0.03 0.06
-0.01 0.01 0.01
0.01 0.00 -0.01
-0.01 -0.03 0.02
-0.06 0.06 -0.16
-0.16 -0.02 -0.03
0.09 0.14 -0.03
-0.02 -0.07 -0.02
0.00 -0.02 0.05
0.02 0.02 -0.03
0.00 -0.02 0.01
0.01 0.00 -0.01
0.11 -0.14 0.00
0.01 0.09 0.07
-0.03 -0.03 -0.03
0.01 -0.01 0.01
0.02 0.02 0.00
0.03 -0.01 -0.05
-0.04 0.01 0.10
-0.03 -0.03 -0.04
-0.01 0.02 -0.02
0.01 0.01 -0.02
0.02 -0.02 -0.01
-0.01 -0.01 0.01
-0.02 0.01 -0.01
0.02 0.01 0.01
0.01 0.00 0.02
0.00 -0.01 0.03
-0.04 -0.01 -0.03
0.02 0.01 0.03
0.00 -0.02 0.01
-0.02 -0.02 0.00
-0.02 0.00 -0.01
0.01 0.02 0.00
0.17 0.07 0.03
-0.04 -0.08 0.06
-0.01 -0.01 0.02
0.01 -0.13 0.05
-0.06 0.02 -0.01
0.05 0.10 0.00
0.09 -0.09 -0.12
-0.01 0.04 -0.05
0.02 0.13 -0.04
-0.03 0.01 0.00
-0.06 -0.02 0.11
-0.03 0.08 0.03
0.00 0.00 -0.02
-0.02 0.00 0.06


The following is a DFT calculation (ωB97M-V/def2-TZVPD) of C44H37CeFN4O2S3 as an isolated structure at a distorted geometry.

Output
Kohn-Sham gap (alpha / beta)	6.19 / 6.17	eV
2S+1	2
HOMO energy (alpha / beta)	-8.63 / -8.62	eV
expectation value of S²	0.7508
net charge	+1
energy	-104425.46250	eV

Positions of all 92 atoms, in Å:
Ce -0.811983 -2.562782 0.081549
N 1.204993 -1.470759 -0.104321
S 1.226694 -0.509915 0.995675
N 0.442164 0.941809 0.781097
S 0.399324 1.639504 -0.615751
N -0.871906 1.481633 -1.481427
S -2.211714 0.668928 -0.926651
N -2.048910 -0.671336 -0.375186
C -2.917752 1.839911 0.242411
C -3.704493 1.300464 1.248759
C -4.247598 2.144921 2.203810
C -3.999523 3.510203 2.144319
C -3.209687 4.038080 1.132625
C -2.662481 3.201170 0.171946
C -3.219117 0.786705 -2.394144
C -3.561895 -0.404449 -3.009549
C -4.357639 -0.360132 -4.143251
C -4.797572 0.860901 -4.636222
C -4.439828 2.047138 -4.007798
C -3.643657 2.015756 -2.875086
C 0.577456 3.376001 -0.270617
C 0.511254 4.244891 -1.352222
C 0.584065 5.605998 -1.113959
C 0.714939 6.076218 0.188736
C 0.769128 5.192584 1.257531
C 0.700125 3.826054 1.031390
C 1.788590 1.307470 -1.676353
C 2.990513 1.953081 -1.426418
C 4.082237 1.648348 -2.222716
C 3.960584 0.707350 -3.236906
C 2.746207 0.074581 -3.472914
C 1.643447 0.376857 -2.693972
C 0.464702 -1.042187 2.539402
C 1.241783 -1.776985 3.424337
C 0.660655 -2.261781 4.582583
C -0.684108 -2.022819 4.838507
C -1.456743 -1.303141 3.938413
C -0.887692 -0.811930 2.772526
C 2.858716 0.016587 1.503629
C 3.949034 -0.592536 0.911677
C 5.221501 -0.184212 1.282820
C 5.379503 0.814275 2.234183
C 4.271538 1.412625 2.824579
C 2.997118 1.011030 2.461623
H -3.873902 0.230003 1.265183
H -4.866882 1.741590 2.993705
H -4.424850 4.169888 2.889194
H -3.017563 5.102175 1.087039
H -2.040915 3.596671 -0.618570
H -3.199063 -1.337678 -2.593277
H -4.638374 -1.278807 -4.639811
H -5.425996 0.889228 -5.516458
H -4.785322 2.995178 -4.397382
H -3.359805 2.932094 -2.377135
H 0.394965 3.851637 -2.355261
H 0.534793 6.300346 -1.941513
H 0.772600 7.141441 0.369624
H 0.860853 5.565742 2.268500
H 0.725115 3.105969 1.839006
H 3.076368 2.682395 -0.629652
H 5.026363 2.146495 -2.048919
H 4.819380 0.470645 -3.851189
H 2.657959 -0.657141 -4.264666
H 0.684024 -0.093100 -2.864054
H 2.284796 -1.966848 3.202756
H 1.258963 -2.829451 5.281769
H -1.132529 -2.403440 5.746771
H -2.503489 -1.119894 4.139873
H -1.460622 -0.211749 2.076715
H 3.779583 -1.371090 0.176062
H 6.086709 -0.649518 0.829676
H 6.374787 1.123130 2.525721
H 4.402800 2.186378 3.569257
H 2.114748 1.449340 2.912375
F 2.192914 -7.559635 0.437042
C 1.453695 -6.633214 -0.207895
C 0.097890 -6.840048 -0.365149
C -0.654554 -5.884741 -1.027074
C -0.074718 -4.709981 -1.536701
C -0.888779 -3.653387 -2.183136
C 1.313678 -4.548777 -1.356299
C 2.073131 -5.501390 -0.695528
H -0.352002 -7.744909 0.022807
H -1.719916 -6.038715 -1.156529
H -1.805831 -4.078801 -2.595760
H -0.325100 -3.178613 -2.991353
H 1.791501 -3.656890 -1.745754
H 3.139147 -5.377757 -0.552987
O -0.070487 -3.953113 1.684945
C -1.256645 -4.140557 2.044895
O -2.239518 -3.523570 1.554372
H -1.451871 -4.883643 2.836101

Force components x, y, z for each atom (eV/Å):
-0.50 -0.38 -3.48
1.18 0.60 -0.03
0.36 0.91 0.09
0.36 0.04 0.03
0.06 0.09 0.41
-0.19 -0.31 -0.17
0.35 0.27 0.12
-0.82 1.09 -0.25
0.05 -0.13 -0.18
0.00 -0.12 -0.07
-0.02 0.03 0.03
0.00 0.02 0.02
0.02 0.00 -0.04
-0.03 0.01 -0.02
0.11 0.10 0.15
0.13 -0.09 0.20
-0.06 0.04 -0.08
0.01 -0.08 -0.01
0.02 0.01 0.04
-0.01 0.06 -0.06
-0.03 -0.08 0.14
-0.01 -0.06 -0.07
-0.01 -0.03 -0.02
-0.01 0.00 0.07
0.01 0.10 -0.03
0.02 -0.23 0.02
-0.22 -0.08 -0.01
0.06 0.04 0.14
0.01 -0.02 0.03
-0.02 0.01 0.02
0.05 -0.02 -0.04
-0.14 -0.02 0.05
0.01 0.46 -0.04
0.12 0.03 -0.08
0.03 -0.01 -0.06
-0.04 -0.02 0.01
0.02 -0.07 -0.03
0.20 0.36 0.09
-0.19 0.03 0.10
-0.21 -0.14 -0.13
0.08 0.05 0.02
0.06 -0.06 -0.06
-0.08 0.02 0.03
0.02 0.04 0.00
-0.03 0.02 0.05
0.00 -0.02 -0.01
-0.01 -0.02 0.01
-0.01 -0.01 0.01
-0.02 0.06 0.02
-0.04 -0.01 -0.04
0.01 -0.01 0.01
0.01 0.00 0.00
0.00 0.00 0.00
-0.03 0.02 -0.02
0.01 0.07 -0.01
0.01 0.00 0.00
-0.01 0.00 0.00
0.01 0.00 0.00
-0.01 0.09 0.00
0.01 -0.03 -0.01
0.00 0.00 0.00
-0.02 0.00 -0.01
-0.01 0.02 0.00
0.02 -0.04 0.00
-0.01 -0.02 0.06
-0.01 -0.01 0.01
0.00 0.01 0.00
-0.01 -0.02 -0.01
-0.04 -0.03 0.00
0.04 0.03 0.00
0.00 0.01 0.02
-0.01 0.01 -0.01
0.01 -0.01 0.00
0.06 0.03 0.04
0.02 -0.04 0.04
0.01 0.14 -0.05
-0.06 -0.07 0.05
0.04 0.19 0.21
0.08 -0.09 -0.73
0.14 -0.37 -0.13
-0.33 0.02 0.18
0.10 -0.06 0.09
0.00 0.00 -0.01
0.00 -0.05 -0.04
-0.08 0.12 0.04
-0.04 0.13 0.06
0.03 -0.02 -0.02
-0.01 -0.01 -0.02
0.58 -0.91 1.25
-0.31 -1.12 1.40
-0.89 -0.45 0.79
0.01 0.01 -0.08